{"formula": "AgH10O9P", "method": "wB97M-V/def2-TZVPD", "s_squared": 0.8795, "spin_multiplicity": 2, "total_charge": -1, "homo_ev": [-2.76, -2.42], "total_energy_ha": -1171.40473, "symbols": ["Ag", "P", "O", "O", "O", "O", "O", "H", "H", "O", "H", "H", "O", "H", "H", "O", "H", "H", "O", "H", "H"], "positions_angstrom": [[0.280252, 0.590585, 0.429944], [-3.118198, -2.059695, 1.344254], [-3.292578, -2.492585, 2.844114], [-3.019808, -0.514845, 1.250514], [-4.231048, -2.700505, 0.334454], [-1.646488, -2.408395, 0.977954], [-0.954758, 1.579645, -3.058706], [-1.803758, 1.275965, -3.379966], [-0.430568, 1.707085, -3.849416], [3.848082, 0.118525, -1.242916], [4.364482, -0.683155, -1.325856], [4.227892, 0.716335, -1.886806], [0.284062, -3.598735, -3.054306], [-0.261538, -3.365205, -2.303296], [-0.288108, -3.480755, -3.812546], [-0.147548, 4.381685, 1.443894], [0.222582, 4.930895, 2.134974], [-0.765538, 4.953255, 0.988244], [2.153862, 0.556315, 3.736064], [2.922542, 0.003945, 3.878424], [1.656172, 0.489635, 4.550974]], "forces_ev_per_angstrom": [[-1.055, -0.764, 0.320], [-3.679, -2.745, 0.205], [0.009, 0.612, -1.881], [0.381, 1.132, -0.349], [3.148, 1.794, 2.458], [1.313, 0.041, -0.871], [0.228, 0.155, 0.212], [-0.317, -0.186, 0.097], [0.156, 0.007, -0.166], [-0.183, 0.141, 0.185], [0.039, -0.288, 0.016], [0.050, 0.174, -0.156], [0.391, -0.026, -0.215], [-0.277, 0.040, 0.440], [-0.172, 0.002, -0.107], [0.164, -0.211, -0.112], [0.107, 0.058, 0.220], [-0.236, 0.052, -0.149], [0.071, 0.258, -0.265], [0.160, -0.181, -0.027], [-0.297, -0.064, 0.145]]}